# 1
42
Properties=species:S:1:pos:R:3:forces:R:3:mulliken_charge:R:1 method="wB97M-V/def2-TZVPD" total_energy_ev=-24472.25527 e_homo_ev=-7.888 smiles="Cc1cc(C)n([C@H](C)CC(=O)N2CCc3ccccc32)n1" de_lowest_kcal_mol=389.5
C 1.4280 -4.5738 2.8391 1.5 -2.8 -0.6 -1.15
C 0.9092 -3.3509 2.5174 2.1 9.1 1.0 0.73
N -0.1531 -3.1821 1.9202 -7.4 -0.2 -3.7 -1.03
N -0.4367 -1.7857 1.7213 -8.0 -6.3 -4.4 1.15
C 0.4947 -1.1609 2.0839 12.3 9.3 5.6 1.24
C 1.4345 -1.9153 2.6901 1.2 -3.9 0.8 -1.67
H 2.3264 -1.6474 3.2264 0.1 0.3 -0.1 0.31
C 0.7943 0.3905 2.0933 -0.8 1.2 2.5 -0.79
H 0.8862 0.8091 1.0774 -0.2 -0.1 0.5 0.08
H -0.1573 0.8698 2.6788 2.3 -0.7 -1.6 0.20
H 1.8404 0.8137 2.7555 -3.3 -2.0 -2.0 0.28
C -1.4611 -1.1863 0.9018 -6.9 -1.1 7.6 0.05
C -2.9816 -2.0326 1.4516 4.8 13.8 6.5 -1.89
H -2.8422 -1.7634 2.6712 -1.3 -0.5 -3.3 0.25
H -3.7052 -1.6368 0.9362 -4.2 1.9 -2.4 0.60
H -2.7588 -2.8724 1.4249 3.1 -14.1 -1.1 0.74
H -1.8102 -0.1540 1.3033 1.5 -1.5 -0.7 0.10
C -1.4720 -1.3516 -0.4511 7.7 -3.6 -4.0 -0.89
H -0.9914 -2.5767 -0.6190 -1.6 3.7 0.1 0.28
C -0.2651 -0.4382 -0.9288 1.6 -0.7 -3.4 0.12
O 0.8555 -0.9480 -1.1952 -2.9 1.7 1.5 -0.66
N -0.5771 0.9411 -1.2490 -2.7 -8.3 2.5 0.45
C 0.3433 1.8041 -1.6454 -0.8 0.9 -0.1 0.38
C 1.6427 1.8599 -1.7158 5.6 -5.5 -0.1 -0.28
C 2.4837 2.7258 -2.3818 -16.2 5.7 2.4 -1.34
C 1.6218 3.9609 -2.4215 2.8 2.3 -2.9 -0.28
C 0.0343 4.0603 -2.3548 10.0 3.1 -1.3 -0.78
C -0.2898 2.9054 -1.9379 -10.6 2.4 -0.3 0.96
C -1.9724 2.8684 -1.6943 5.7 -10.1 -7.6 -1.49
H -2.5467 2.9854 -2.5560 -0.7 1.2 -1.4 0.44
H -2.1712 3.3523 -0.9475 -2.5 5.2 8.1 0.71
C -2.0319 1.2001 -1.4800 3.5 8.0 9.1 -0.94
H -2.5575 0.6885 -2.0725 -3.2 -4.1 -5.5 0.75
H -2.6368 1.1146 -0.4358 1.5 -0.2 -2.1 0.21
H -0.3891 5.0205 -2.5589 -0.6 -0.1 0.1 0.44
H 2.3362 4.9184 -2.6894 -2.4 -2.0 0.5 0.18
H 3.3859 2.7063 -2.4290 10.5 -0.2 -0.7 0.71
H 2.1337 0.9495 -1.4129 0.1 -0.5 0.3 0.40
H -2.3116 -1.2199 -0.9887 -2.9 0.5 -1.5 0.54
H 1.7511 -4.5228 3.8301 0.1 -0.6 2.0 0.31
H 0.6114 -5.3040 2.6066 1.6 -0.1 0.1 0.35
H 2.4152 -4.5028 2.3230 -0.7 -1.5 -0.3 0.24

---

# 2
7
Properties=species:S:1:pos:R:3:forces:R:3:mulliken_charge:R:1 method="wB97M-V/def2-TZVPD" total_energy_ev=-12163.21105 e_homo_ev=-9.282 smiles=IC1NN1 de_lowest_kcal_mol=33.7
C 0.2990 -0.0910 -0.4215 0.3 -1.2 -4.0 0.02
N -0.5876 0.7942 0.1767 -2.2 0.3 -1.3 -0.43
N -0.4487 -0.5576 0.6531 1.7 0.4 2.3 -0.38
I 2.3931 -0.0630 -0.1343 0.2 0.1 0.0 0.03
H 0.0943 -0.5137 -1.6524 0.4 1.6 3.9 0.29
H -0.5062 1.5323 0.8541 1.4 -0.1 0.2 0.27
H -1.2440 -1.1011 0.5243 -1.7 -1.0 -1.1 0.21

---

# 3
17
Properties=species:S:1:pos:R:3:forces:R:3:mulliken_charge:R:1 method="wB97M-V/def2-TZVPD" total_energy_ev=-10895.47166 e_homo_ev=-10.606 smiles="C=N.O.O.O.O" de_lowest_kcal_mol=12.8
C 2.0302 1.1612 -0.5846 0.5 -0.6 0.5 -0.09
N 2.7317 0.1788 -0.2073 0.1 -0.4 -0.2 -0.53
H 1.0424 1.1788 -0.1380 -0.3 0.7 -0.4 0.19
H 2.4304 1.8999 -1.2738 -0.5 0.3 0.0 0.26
H 3.6465 0.1614 -0.6592 0.0 0.0 0.1 0.22
H -1.0103 0.7347 1.2863 -0.3 0.3 0.2 0.34
H -1.3341 0.5506 2.7861 -0.1 0.0 -0.1 0.30
O -0.6059 0.5923 2.1605 0.2 -0.3 -0.3 -0.65
H -2.5393 1.6817 -0.8301 0.0 0.0 0.0 0.29
H -1.9360 0.2517 -0.8522 0.0 -0.1 0.0 0.39
O -1.8737 1.1237 -0.4222 0.2 0.0 0.1 -0.66
H 1.1510 -1.1249 0.2333 0.4 -0.3 -0.1 0.32
H -0.0027 -1.1256 1.1865 0.0 -0.2 0.3 0.36
O 0.4025 -1.6837 0.5021 0.3 0.5 0.3 -0.76
H -0.8048 -1.7004 -0.5383 0.4 0.0 0.3 0.44
H -1.7036 -2.3296 -1.6031 -0.2 0.1 -0.1 0.30
O -1.6245 -1.5508 -1.0460 -0.6 -0.1 -0.6 -0.72

---

# 4
9
Properties=species:S:1:pos:R:3:forces:R:3:mulliken_charge:R:1 method="wB97M-V/def2-TZVPD" total_energy_ev=-8637.71400 e_homo_ev=-10.485 de_lowest_kcal_mol=64.1
N 1.9634 -0.1267 -0.3066 -0.2 0.0 -0.3 -0.59
C 0.7345 -0.3036 -0.4768 0.6 0.2 0.2 0.62
N -0.2522 0.6365 -0.9232 -0.2 0.0 0.3 -0.45
C -1.1875 0.4186 -0.0913 0.1 0.2 -0.1 0.05
N -0.9778 -0.7079 0.7676 -0.2 0.0 0.0 -0.28
O 0.0819 -1.3766 0.0804 0.3 0.0 0.1 -0.28
H 2.2159 0.7930 -0.6610 0.1 -0.1 -0.4 0.27
H -0.4843 -0.3391 1.5965 -0.5 -0.2 0.2 0.30
H -2.0940 1.0058 0.0145 0.1 -0.1 0.0 0.36

---

# 5
15
Properties=species:S:1:pos:R:3:forces:R:3:mulliken_charge:R:1 method="wB97M-V/def2-TZVPD" total_energy_ev=-17660.53561 total_charge=-1 e_homo_ev=-2.805 de_lowest_kcal_mol=70.0
C -1.8595 0.0881 -0.0088 1.9 -1.2 2.5 -0.71
C -0.8625 -0.5315 -0.9712 -1.6 -0.2 -1.8 -0.79
C 0.3358 0.3921 -1.3028 0.6 -2.9 2.8 -0.68
C 1.1175 0.5238 0.0354 0.1 -1.5 0.9 -0.65
O 0.3449 0.9675 2.7485 -0.2 0.0 -0.5 -0.77
O 0.0909 -1.3994 1.6641 0.1 1.0 0.4 -0.54
P -0.1032 0.3119 1.4659 -1.2 -1.8 -1.7 0.61
H -1.9085 1.1169 -0.2777 -0.2 1.5 -0.3 0.21
H -0.5501 -1.5142 -0.6967 0.2 -0.8 0.4 0.35
H -1.5569 -0.7123 -1.8826 1.2 0.4 0.8 0.38
H 1.0048 0.0276 -2.0278 0.7 -0.6 -1.3 0.37
H -0.2296 1.1471 -1.6736 -0.6 3.4 -0.8 0.36
H 1.9054 -0.3065 0.2408 -1.3 1.2 -0.9 0.19
H 1.6130 1.4327 0.2469 0.5 1.3 -0.1 0.40
H 0.6579 -1.5440 2.4395 -0.2 0.3 -0.2 0.26

---

# 6
163
Properties=species:S:1:pos:R:3:forces:R:3:mulliken_charge:R:1 method="wB97M-V/def2-TZVPD" total_energy_ev=-85915.13391 e_homo_ev=-8.793 smiles=COCCNCCOC.COCCNCCOC.COCCNCCOC.COCCNCCOC.OCCO.OCCO.OCCO.OCCO.CCO.CCO.CCO de_lowest_kcal_mol=0.0
C -2.5390 3.8848 -4.6334 -0.6 -0.5 -1.9 -1.38
C -1.6460 2.7803 -4.1369 0.9 0.6 2.0 0.58
O -1.7740 1.6233 -4.8610 0.2 -1.8 -1.2 -0.52
H -2.2248 4.8217 -4.2337 0.1 0.8 0.5 0.40
H -3.6247 3.7425 -4.4558 0.7 -0.1 0.1 0.14
H -2.3997 3.9642 -5.7619 -0.2 -0.1 1.3 0.35
H -1.7420 2.5650 -3.0313 -0.6 0.3 -0.8 -0.50
H -0.6048 3.0966 -4.1661 0.3 0.4 -0.3 0.53
H -0.8764 1.2515 -5.0216 -0.7 0.4 0.3 0.31
C 1.1938 -0.4042 -6.5681 -1.0 -0.7 0.1 -1.71
C 1.5540 -0.2649 -5.1147 -0.7 0.8 0.4 2.23
O 1.1276 1.0695 -4.6895 1.0 -0.4 1.6 -0.65
H 0.1022 -0.3733 -6.7266 0.3 0.3 0.0 0.36
H 1.4854 -1.3968 -6.8659 0.2 -0.6 -0.3 0.44
H 1.6846 0.2743 -7.2499 0.1 0.4 0.1 0.38
H 2.6265 -0.3766 -5.0221 0.2 0.0 0.3 -0.10
H 1.0306 -1.0053 -4.4611 0.4 0.3 -0.6 -1.03
H 1.4947 1.1998 -3.7588 -0.8 -0.1 -1.8 0.08
C -3.3265 -1.7685 -4.3194 1.7 0.3 0.5 -0.47
C -2.3924 -2.7440 -5.0664 -0.1 0.3 -0.8 -0.69
O -0.9872 -2.7410 -4.7343 -0.5 0.1 0.7 -0.41
H -4.2435 -1.7857 -4.8433 -1.2 -0.1 -0.5 0.51
H -3.0166 -0.6967 -4.2936 0.2 -0.9 -0.2 -0.09
H -3.4963 -2.0990 -3.2930 0.1 0.1 0.0 0.25
H -2.4569 -2.5723 -6.1570 -0.1 0.1 0.4 0.49
H -2.7455 -3.7657 -4.9174 0.0 0.0 0.2 0.29
H -0.5068 -2.3567 -5.4622 0.1 0.2 -0.2 0.18
C 2.5850 -4.4630 5.2859 0.0 0.6 -0.5 -0.51
O 3.2436 -5.2670 4.3102 -0.1 0.7 -0.4 -0.48
C 3.4054 -4.6143 3.0288 -0.8 -1.2 0.0 -0.74
C 2.1500 -4.4214 2.2033 -0.3 0.3 -1.8 -0.23
N 1.3804 -3.2706 2.6133 -0.2 1.1 -0.2 0.99
C 0.0414 -3.1611 2.0541 -0.2 0.3 -0.3 0.63
C -1.0713 -4.0733 2.5815 1.2 -1.8 -0.7 -1.07
O -1.4369 -3.7516 3.8897 -0.6 0.0 0.7 -0.03
C -2.2396 -4.7706 4.5056 1.2 0.4 1.1 -1.08
H 2.7825 -4.8359 6.2903 -0.2 -0.5 -0.2 0.38
H 1.4961 -4.3777 5.0741 0.4 -0.3 0.4 0.13
H 2.9981 -3.4475 5.2882 0.0 0.1 -0.1 0.19
H 4.0406 -5.2935 2.4457 0.2 0.4 0.4 0.39
H 3.7978 -3.6076 3.1057 0.7 0.2 0.4 0.24
H 1.4478 -5.2447 2.1886 0.4 -1.0 0.0 0.45
H 2.4499 -4.1973 1.1256 -0.2 -0.5 1.2 -0.04
H 1.3648 -3.2407 3.5946 -0.4 0.2 1.5 -0.30
H 0.1972 -3.2997 0.9729 -0.5 -0.1 0.2 -0.09
H -0.3225 -2.1332 2.1775 0.2 0.0 0.0 -0.80
H -0.6881 -5.1364 2.6363 -0.3 0.7 -0.5 0.31
H -1.9009 -4.0610 1.8458 0.0 0.1 0.5 0.46
H -3.1682 -4.9041 3.9787 -0.5 -0.1 -0.2 0.33
H -2.3969 -4.4982 5.5748 -0.2 0.3 -0.9 0.29
H -1.6800 -5.7143 4.5959 -0.1 0.0 -0.5 0.38
C 3.1028 3.9677 4.9783 0.9 -0.7 -1.0 -1.04
O 2.1300 3.1880 4.2808 0.6 0.6 0.7 -0.05
C 0.8568 3.8149 4.1705 -0.8 -1.3 0.6 -1.06
C -0.0814 2.6254 3.7179 1.4 0.5 -0.9 1.10
N -0.2714 1.5308 4.7256 -0.5 1.2 -0.9 -0.49
C -0.8916 0.3556 4.0786 -1.0 0.5 1.6 0.89
C -1.0709 -0.7724 5.0932 -0.4 0.4 -0.1 -0.75
O 0.1557 -0.9908 5.7452 -0.1 -0.9 0.8 -0.43
C -0.0001 -1.9611 6.7798 -0.2 1.8 1.4 -0.93
H 3.2786 4.9100 4.4762 0.2 0.3 -0.5 0.35
H 4.0535 3.3883 5.0208 -0.7 0.3 -0.3 0.25
H 2.8899 4.2478 5.9847 -0.9 -0.2 1.0 0.38
H 0.8919 4.6697 3.4562 -0.2 -0.6 0.2 0.40
H 0.5532 4.1736 5.1640 0.0 0.2 -0.1 0.47
H 0.5778 2.2701 2.8602 -1.1 -0.1 0.4 -0.54
H -1.0406 3.0328 3.2767 0.9 -0.7 0.8 -0.18
H 0.6238 1.2737 5.1457 -0.3 0.1 -0.4 0.27
H -0.2907 0.0646 3.2436 0.3 -0.6 -0.9 -0.43
H -1.9352 0.5939 3.7621 0.8 0.1 -0.1 -0.11
H -1.4351 -1.7002 4.6542 0.2 0.0 -0.5 0.10
H -1.8115 -0.5533 5.8776 0.0 0.6 -0.2 0.69
H 0.9405 -1.9556 7.2806 0.9 -0.5 0.2 0.36
H -0.2814 -2.9158 6.4226 -0.2 -1.1 -0.6 0.21
H -0.7108 -1.6908 7.6326 0.3 0.2 -1.4 0.26
C -7.3358 2.0475 2.0107 1.1 0.5 1.2 -0.88
O -5.9297 2.1318 1.7466 -1.3 -0.8 -0.2 -0.29
C -5.4451 0.8916 1.2669 0.9 0.7 -0.9 -0.99
C -3.9202 0.9836 1.2884 -1.6 0.5 0.6 -0.03
N -3.4280 1.9976 0.3903 0.3 0.5 -0.1 1.46
C -3.3158 3.3768 0.9693 1.5 -1.2 0.2 -0.36
C -2.6121 4.2457 -0.0354 -1.7 0.3 -0.2 -1.01
O -1.3846 3.7062 -0.2911 1.8 -0.5 -0.6 0.13
C -0.5713 4.4928 -1.1552 0.6 -0.3 1.3 -0.58
H -7.5588 1.3803 2.8506 0.2 -0.3 -0.2 0.31
H -7.9719 1.8185 1.1869 -0.1 -0.4 -1.0 0.32
H -7.5763 3.0214 2.3591 -0.5 1.0 0.2 0.29
H -5.7904 0.7160 0.2099 0.1 0.0 0.9 0.26
H -5.7169 0.0929 1.9399 -0.5 -0.5 0.2 0.56
H -3.5861 0.0170 0.9409 0.6 -0.3 0.3 0.28
H -3.6619 1.2692 2.3267 0.3 -0.7 -0.1 0.04
H -2.5261 1.6189 0.1060 0.0 0.9 -0.2 -0.96
H -2.6358 3.3946 1.8888 -1.0 -0.3 -0.8 -0.35
H -4.2901 3.7555 1.2445 -0.2 0.0 -0.1 0.59
H -2.5872 5.2480 0.3210 0.6 1.2 0.9 0.56
H -3.1862 4.3881 -0.9439 -0.4 -0.6 -0.6 0.40
H -0.3505 5.4371 -0.6613 -0.2 0.5 -0.1 0.38
H -1.0171 4.6630 -2.1245 -0.1 -0.1 -0.3 0.07
H 0.4093 4.0010 -1.1950 -0.4 -0.2 -0.5 0.01
C 2.7449 2.8706 0.6532 -1.7 -0.7 0.9 -0.51
O 3.1332 2.5337 -0.6581 0.0 -0.4 0.4 -0.41
C 3.8758 1.3070 -0.6873 0.6 -0.1 0.3 0.92
C 4.0965 0.9617 -2.1548 -0.6 -1.5 -0.4 -0.11
N 4.8687 1.9272 -2.9304 -1.4 1.3 1.3 -0.49
C 4.9290 1.5566 -4.3276 -0.1 -0.4 0.3 -0.23
C 5.7242 0.2904 -4.4628 0.1 -0.7 -2.4 -0.84
O 4.7802 -0.7872 -4.5958 1.0 -0.2 -0.1 -0.11
C 5.4856 -1.9785 -4.8766 -0.2 -0.6 0.3 -0.95
H 2.0778 2.0893 1.1295 0.9 0.1 -0.5 -0.21
H 2.0288 3.7101 0.6477 0.8 0.2 -0.3 0.19
H 3.5627 3.0235 1.3681 0.1 0.2 -0.4 0.48
H 3.3420 0.4758 -0.1567 0.1 0.7 -0.6 -0.69
H 4.8290 1.4513 -0.1161 -0.4 0.0 -0.6 0.52
H 3.0656 0.8500 -2.6003 0.5 0.1 0.3 -0.71
H 4.5237 -0.0747 -2.3069 -0.3 1.1 0.6 0.25
H 4.3413 2.8226 -2.7781 1.0 -0.9 -0.5 0.37
H 5.4102 2.3423 -4.8681 0.2 0.6 -0.4 0.52
H 3.9628 1.3132 -4.8166 0.1 0.5 0.3 -0.05
H 6.4240 0.1218 -3.6531 0.1 0.0 0.4 0.40
H 6.3027 0.2664 -5.4455 -0.4 0.3 1.1 0.50
H 6.0885 -2.2707 -4.0142 0.3 0.1 0.0 0.33
H 6.1042 -1.9832 -5.7932 -0.1 0.5 0.3 0.33
H 4.7711 -2.7771 -5.0024 -0.5 -0.2 -0.1 0.26
C -0.8953 0.1194 -1.3907 0.7 0.0 -1.2 2.36
C 0.0802 0.6773 -0.3732 -1.1 0.8 -0.5 0.28
O 0.9435 -0.3116 0.0601 0.4 -1.1 -0.2 3.97
O -1.8502 -0.8130 -0.9669 0.2 -0.3 1.5 -0.86
H -0.2782 -0.3723 -2.1663 0.0 0.3 -0.1 -0.58
H -1.4307 0.9379 -1.8764 0.0 0.0 0.1 -1.55
H -0.4932 1.0419 0.4796 0.0 0.5 0.1 0.10
H 0.6242 1.5082 -0.8773 -0.2 -0.2 0.4 -0.47
H 1.2700 -0.1121 0.9416 0.5 -0.1 0.6 -1.43
H -1.3605 -1.4738 -0.4268 -0.5 0.3 -0.7 0.26
C -4.8847 1.1465 -2.7764 0.9 -0.9 -0.4 1.01
C -5.7088 1.3587 -4.0187 0.6 0.1 -1.2 -0.52
O -7.0608 1.6306 -3.8132 -1.1 0.3 0.8 -0.61
O -5.1572 2.1765 -1.8843 -0.1 0.3 0.8 -0.51
H -3.8131 1.1178 -3.0513 -0.2 0.2 -0.2 -0.72
H -5.0429 0.1102 -2.4155 -0.5 0.4 0.5 0.41
H -5.6509 0.4611 -4.6536 -0.1 0.1 0.3 0.18
H -5.3020 2.1625 -4.6463 0.3 0.1 0.2 0.26
H -7.1699 2.3903 -3.2034 0.4 -0.7 -0.4 0.34
H -4.5814 2.1112 -1.0792 -0.1 0.0 -0.4 -0.19
C 3.4691 0.0375 4.4065 0.8 -0.1 0.0 -0.16
C 3.5773 -0.4374 2.9658 -1.1 -0.7 -0.4 -0.35
O 2.2419 -0.6018 2.4258 0.2 -0.9 0.2 -0.11
O 2.9210 -0.9184 5.2930 1.6 -0.3 0.0 -0.53
H 2.9732 1.0145 4.4331 -0.4 -0.3 -0.1 -0.15
H 4.4905 0.2667 4.7494 -0.1 -0.3 0.1 0.42
H 4.2223 -1.3315 2.7361 -0.8 0.5 0.8 0.34
H 4.0192 0.3333 2.3732 0.4 0.9 -0.3 0.16
H 1.9602 -1.5704 2.5163 0.4 0.7 -0.1 -0.53
H 1.9786 -0.9069 5.3899 -1.1 0.5 -0.4 0.40
C 0.6234 -3.8987 -2.0140 -0.9 0.3 0.3 -0.74
C 1.8760 -3.0652 -1.9830 0.8 -0.8 -0.3 0.31
O 2.3798 -2.7389 -0.7028 -0.7 0.5 0.4 -0.56
O -0.5528 -3.0942 -1.8464 0.3 -0.3 0.6 -0.36
H 0.6796 -4.5867 -1.1727 -0.2 -0.1 0.1 0.35
H 0.4887 -4.4866 -2.9243 0.4 0.0 -0.2 0.39
H 1.6719 -2.1638 -2.5212 0.1 0.7 -0.7 -0.25
H 2.6738 -3.6329 -2.4835 -0.1 0.2 0.0 0.43
H 1.8825 -1.9486 -0.3948 0.3 -0.4 -0.1 -0.26
H -0.7043 -2.5793 -2.6523 0.0 -0.3 -0.1 0.03